Record 1
A structure of composition C28H43AsF6N5O4S2, computed with wB97M-V/def2-TZVPD.

The calculation puts the energy above the lowest of the compared OMol25 structures with the same formula, charge and spin at 0.000 eV. As for the charge: -1. For the molar mass, the calculation gives 766.727 g/mol. The calculation puts the LUMO energy at 0.0737 hartree. Its spin multiplicity is 1.

Each line ends with the Mulliken charge.
CARTESIAN COORDINATES (ANGSTROEM)
As 9.52847 -20.73402 33.53703  2.14
F 11.24043 -20.85989 33.98310  -0.51
F 9.63789 -19.03593 33.26026  -0.58
F 7.82181 -20.74047 33.08046  -0.46
F 9.41987 -22.48193 33.78887  -0.51
F 9.02605 -20.57743 35.22292  -0.50
F 9.94069 -21.12216 31.84574  -0.63
C 12.16499 -20.50071 39.53192  -0.91
C 12.10525 -21.08582 38.12334  -0.61
C 10.68838 -21.26653 37.56382  0.98
C 9.95410 -22.22529 38.40830  0.20
N 9.37219 -22.92938 39.10053  -0.57
H 12.06093 -21.29902 40.26388  0.31
H 11.39350 -19.73340 39.62496  0.07
H 13.11733 -20.00376 39.71778  0.38
H 12.57794 -22.07317 38.11799  0.39
H 12.72207 -20.53577 37.40945  0.27
H 10.66318 -21.79340 36.60864  -0.19
H 10.24621 -20.27771 37.47150  -0.38
C 14.62914 -18.43828 33.72613  -0.70
C 13.29639 -17.71298 33.36105  0.27
C 13.47958 -16.93655 32.03695  -0.75
S 15.23181 -17.11447 31.57121  1.08
O 16.06169 -16.13596 32.19284  -0.63
O 15.29723 -17.41285 30.14552  -0.67
C 15.40736 -18.64754 32.44207  -0.74
H 14.51233 -19.37365 34.26864  0.37
H 15.18459 -17.75535 34.37445  0.31
H 12.97952 -17.05098 34.16469  0.32
H 12.52379 -18.47625 33.28366  -0.45
H 13.32820 -15.86565 32.15994  0.41
H 12.87259 -17.38036 31.25483  0.40
H 16.48518 -18.83879 32.46736  0.43
H 15.08573 -19.55662 31.92906  0.34
C 8.13604 -18.52806 39.11572  -0.47
C 8.19862 -17.98778 37.68535  0.51
C 8.90770 -16.69110 37.75324  -0.83
S 8.20362 -15.87089 39.21532  1.14
O 7.07470 -15.02137 38.89399  -0.66
O 9.31619 -15.34854 39.97549  -0.68
C 7.57528 -17.40328 40.00361  -0.77
H 9.08414 -18.92584 39.49237  -0.05
H 7.49980 -19.40674 39.23735  0.48
H 7.18893 -17.83802 37.28576  0.08
H 8.69723 -18.64024 36.96598  -0.44
H 8.75440 -16.03819 36.89688  0.47
H 9.94332 -16.92106 38.00761  0.37
H 6.53405 -17.40964 39.67532  0.35
H 7.74232 -17.28717 41.06679  0.47
N 11.87156 -23.02878 31.15248  0.31
C 12.24876 -23.68938 32.27986  -0.38
C 13.00295 -24.78524 31.90800  -0.48
C 13.13163 -24.74941 30.49176  -0.67
C 12.30133 -23.73247 30.07358  -0.38
H 11.28312 -22.20986 31.08270  0.20
H 11.81360 -23.33639 33.20271  0.31
H 13.37741 -25.53598 32.58453  0.39
H 13.59019 -25.52214 29.89769  0.35
H 11.95834 -23.40808 29.10109  0.37
N 5.26180 -21.85501 34.61075  0.26
C 4.28205 -22.81276 34.78940  -0.50
C 3.83467 -22.67957 36.07942  -0.51
C 4.35735 -21.47817 36.60837  -0.87
C 5.33677 -21.10203 35.71866  -0.20
H 5.94082 -21.80008 33.86831  0.17
H 4.07816 -23.55524 34.03675  0.39
H 3.05259 -23.28730 36.51108  0.37
H 4.16875 -21.07680 37.59018  0.39
H 5.95113 -20.21344 35.70931  0.49
N 8.01913 -18.08285 31.10949  0.28
C 6.90753 -17.28348 30.88087  -0.41
C 6.88815 -17.11856 29.50079  -0.55
C 7.89686 -17.89851 28.92595  -0.70
C 8.55238 -18.52861 29.96604  -0.23
H 8.38211 -18.22638 32.03269  0.19
H 6.36291 -16.82797 31.68459  0.35
H 6.13304 -16.65755 28.88022  0.37
H 8.12157 -17.94669 27.87274  0.41
H 9.38988 -19.20689 30.01292  0.38
N 4.75167 -16.12598 34.27495  0.02
C 5.86024 -16.83983 34.64024  -1.24
C 5.85731 -18.00550 33.91785  0.43
C 4.62661 -18.04916 33.18359  -0.76
C 3.91472 -16.91992 33.54380  -0.65
H 4.48952 -15.23586 34.65628  0.22
H 6.57777 -16.41491 35.32311  0.47
H 6.59522 -18.77478 33.74944  0.72
H 4.42830 -18.81818 32.45663  0.40
H 2.96836 -16.52167 33.21596  0.40

Record 2
A structure of composition C11H17K2N2O5S, computed with wB97M-V/def2-TZVPD.

The calculation puts the energy above the lowest of the compared OMol25 structures with the same formula, charge and spin at 4.857 eV. As for the charge: +1. For the molar mass, the calculation gives 367.529 g/mol. The calculation puts the LUMO energy at -0.1446 hartree. Its spin multiplicity is 1.

Each line ends with the natural charge from an NBO analysis.
CARTESIAN COORDINATES (ANGSTROEM)
K -3.14460 -2.29840 4.09705  0.97
K -2.33510 -6.38727 -0.70326  0.98
C -0.20704 -1.81184 0.11039  -0.24
O -0.56177 -2.91498 0.92775  -1.05
H -1.11864 -1.22991 -0.02535  0.10
H 0.56997 -1.12610 0.44821  0.11
H 0.14493 -2.22040 -0.83686  0.12
C -1.96720 4.84126 0.34336  -0.09
C -2.60150 3.94144 -0.64486  -0.10
O -3.75440 4.67603 -0.93930  -0.68
S -4.49838 5.27317 0.42500  2.45
O -5.62864 4.51045 0.92746  -0.84
O -4.72744 6.68851 0.10319  -0.85
O -3.05110 5.00935 1.23802  -0.68
H -1.68798 5.79864 -0.09657  0.20
H -1.10018 4.40440 0.83888  0.21
H -2.79316 2.97092 -0.18721  0.18
H -1.88044 3.69022 -1.42273  0.22
N 0.31967 -7.54962 -4.09330  -0.51
C 0.21088 -8.82752 -3.53976  -0.11
C 0.99612 -8.82760 -2.34660  -0.31
C 1.58862 -7.54809 -2.18540  -0.31
C 1.03009 -6.76336 -3.21498  -0.09
H -0.35164 -7.14374 -4.72947  0.41
H -0.36071 -9.55097 -4.10218  0.22
H 1.22756 -9.63546 -1.66822  0.23
H 2.11667 -7.37128 -1.26003  0.24
H 1.22497 -5.71086 -3.35876  0.22
N 3.34179 3.68076 3.37108  -0.52
C 3.09502 3.50068 1.97849  -0.09
C 3.09969 4.74790 1.41708  -0.31
C 3.29446 5.71406 2.39917  -0.30
C 3.38647 5.04108 3.68345  -0.07
H 3.34863 2.96186 4.08048  0.41
H 3.03313 2.47583 1.64343  0.21
H 3.03105 4.83804 0.34303  0.22
H 3.34365 6.78477 2.26674  0.23
H 3.36653 5.36803 4.71258  0.22

Record 3
The molecule C5H11N, computed with wB97M-V/def2-TZVPD.

The calculation puts the energy above the lowest of the compared OMol25 structures with the same formula, charge and spin at 3.762 eV. For the molar mass, the calculation gives 85.150 g/mol. The calculation puts the LUMO energy at 0.0334 hartree. Its spin multiplicity is 1.

Each line ends with the natural charge from an NBO analysis.
CARTESIAN COORDINATES (ANGSTROEM)
C 1.73518 -0.94126 -0.27204  -0.63
C 0.87426 0.28654 -0.48915  -0.18
C 0.05952 0.52340 1.77422  -0.44
C -0.79041 1.50363 1.06959  -0.26
N -0.40420 0.33656 0.29022  -0.27
C -1.44465 -0.61360 -0.06718  -0.40
H 2.07962 -0.99648 0.75316  0.24
H 1.20035 -1.85358 -0.50518  0.20
H 2.61155 -0.93017 -0.91700  0.22
H 1.45065 1.17779 -0.25132  0.23
H 0.54197 0.34249 -1.52173  0.18
H -0.58726 -0.17924 2.30588  0.13
H -0.36583 2.44743 0.74354  0.19
H -1.86875 1.53824 1.18879  0.18
H -1.04609 -1.61301 -0.16923  0.21
H -1.92688 -0.35502 -1.00078  0.20
H -2.19856 -0.64971 0.70549  0.22

Record 4
The molecule C6H8N2O2, computed with wB97M-V/def2-TZVPD.

The calculation puts the energy above the lowest of the compared OMol25 structures with the same formula, charge and spin at 3.184 eV. As for the SMILES: NCc1c[nH]c(C(=O)O)c1. For the molar mass, the calculation gives 140.142 g/mol. The calculation puts the LUMO energy at 0.0020 hartree. Its spin multiplicity is 1.

Each line ends with the natural charge from an NBO analysis.
CARTESIAN COORDINATES (ANGSTROEM)
N -2.83113 -1.09857 0.54716  -0.86
C -2.31027 -0.04704 -0.41995  -0.22
C -0.86659 0.20507 -0.23123  -0.14
C -0.33012 1.39149 0.06037  -0.03
N 1.04207 1.29355 0.18272  -0.54
C 1.38026 -0.01742 -0.01542  -0.05
C 2.73293 -0.56989 0.10158  0.75
O 3.02902 -1.78939 0.02339  -0.56
O 3.75305 0.32395 0.04934  -0.68
C 0.27652 -0.74351 -0.26048  -0.19
H -2.28430 -2.15138 0.37756  0.37
H -2.79221 -0.68398 1.53045  0.36
H -3.02685 0.68500 -0.44993  0.22
H -2.56601 -0.59907 -1.53436  0.18
H -0.77232 2.46559 0.24545  0.22
H 1.82999 1.81095 0.78361  0.42
H 3.46958 1.34327 -0.34350  0.49
H 0.26637 -1.81864 -0.64676  0.25

Record 5
The molecule C4H12N2O, computed with wB97M-V/def2-TZVPD.

The calculation puts the energy above the lowest of the compared OMol25 structures with the same formula, charge and spin at 2.005 eV. As for the SMILES: NCCNCCO. For the molar mass, the calculation gives 104.153 g/mol. The calculation puts the LUMO energy at 0.0338 hartree. Its spin multiplicity is 1.

Each line ends with the natural charge from an NBO analysis.
CARTESIAN COORDINATES (ANGSTROEM)
N -1.45309 -1.48454 -2.20586  -0.85
C 0.00069 -1.29271 -2.01689  -0.21
C 0.26851 -0.07582 -1.12697  -0.22
N -0.01142 -0.20115 0.25112  -0.62
C 0.38507 1.00402 1.00395  -0.24
C 0.01815 0.78237 2.45246  -0.06
O 0.29861 1.92702 3.24340  -0.72
H -1.70941 -2.01398 -3.03886  0.36
H -1.92619 -0.58738 -2.26728  0.35
H 0.37242 -2.17981 -1.49009  0.17
H 0.46652 -1.33811 -3.00184  0.18
H -0.37973 0.67062 -1.61411  0.18
H 1.26533 0.29535 -1.43738  0.16
H 0.37429 -0.98676 0.76153  0.36
H -0.19964 1.88508 0.74384  0.20
H 1.47128 1.13195 0.95014  0.16
H 0.53729 -0.11263 2.85153  0.14
H -1.03507 0.55599 2.61888  0.19
H 1.25640 2.02049 3.32245  0.46

Record 6
The ion C7H10 with charge -1, computed with wB97M-V/def2-TZVPD.

Its expectation value of S² is 0.790. The calculation puts the energy above the lowest of the compared OMol25 structures with the same formula, charge and spin at 0.000 eV. As for the charge: -1. For the molar mass, the calculation gives 94.157 g/mol. The calculation puts the LUMO energy (alpha / beta) at 0.1577 / 0.1564 hartree. Its spin multiplicity is 2.

Each line ends with the natural charge from an NBO analysis.
CARTESIAN COORDINATES (ANGSTROEM)
C -1.12396 1.69603 0.73163  -0.63
C -0.31044 1.41158 -0.49032  -0.07
C -0.24556 2.38803 -1.48565  -0.61
C 0.26083 -0.87787 0.31537  -0.36
C 0.23594 0.12625 -0.67946  -0.28
C 0.93804 -3.20726 0.91411  -0.60
C 0.70524 -2.19779 0.02582  -0.20
H -0.60673 2.15072 1.58392  0.19
H -1.73013 0.84805 1.07371  0.20
H -1.87034 2.45626 0.48947  0.19
H 0.58478 2.36914 -2.18139  0.17
H -0.94362 3.20945 -1.58707  0.16
H 0.19284 -0.66835 1.37471  0.18
H 0.73484 -0.10792 -1.61871  0.18
H 1.42205 -4.11347 0.57614  0.16
H 0.89029 -3.06953 1.98818  0.16
H 0.86592 -2.41333 -1.03048  0.17

Record 7
A structure of composition H22O11Xe, computed with wB97M-V/def2-TZVPD.

The calculation puts the energy above the lowest of the compared OMol25 structures with the same formula, charge and spin at 0.583 eV. For the molar mass, the calculation gives 329.455 g/mol. The calculation puts the LUMO energy at -0.0059 hartree. Its spin multiplicity is 1.

Each line ends with the natural charge from an NBO analysis.
CARTESIAN COORDINATES (ANGSTROEM)
Xe 0.24626 -0.69104 -0.41654  0.01
O 1.94593 -3.64192 0.30932  -0.94
H 2.55212 -4.34462 0.54380  0.48
H 1.16259 -4.09490 -0.00278  0.48
O 3.11764 -2.64461 -2.17178  -0.96
H 2.75682 -2.92934 -1.33215  0.49
H 4.02299 -2.40424 -1.97478  0.46
O 1.02482 1.11784 -3.31540  -0.96
H 1.80280 1.21427 -2.76613  0.49
H 1.23750 0.39708 -3.90829  0.48
O -2.52708 -2.70239 0.02163  -0.95
H -2.02427 -3.45942 -0.27889  0.47
H -2.47735 -2.07843 -0.70256  0.49
O -3.38732 0.15840 -1.04411  -0.95
H -3.72037 0.44390 -0.19335  0.48
H -3.06421 0.95951 -1.45647  0.48
O -1.29328 2.52405 0.73274  -0.96
H -1.25694 1.60391 0.99397  0.49
H -1.35790 3.00534 1.55761  0.49
O 3.45738 1.71293 1.36662  -0.97
H 3.49444 2.44331 1.98419  0.46
H 2.79989 1.97622 0.72272  0.49
O -1.06307 2.74728 -2.23439  -0.96
H -1.32496 2.46881 -1.35684  0.46
H -0.48454 2.05063 -2.54458  0.49
O -1.09616 0.41319 3.05053  -0.96
H -0.16479 0.23193 2.92427  0.49
H -1.15291 0.77206 3.93610  0.49
O -2.34207 -2.07796 2.76485  -0.98
H -2.08576 -2.19362 1.84988  0.48
H -1.91882 -1.26180 3.03130  0.47
O 1.30386 2.52240 -0.19144  -0.97
H 1.37525 3.46709 -0.05467  0.48
H 0.44151 2.29414 0.15563  0.49

Record 8
A structure of composition C6H13N2O4S3SbV, computed with wB97M-V/def2-TZVPD.

Its expectation value of S² is 3.772. The calculation puts the energy above the lowest of the compared OMol25 structures with the same formula, charge and spin at 0.000 eV. For the molar mass, the calculation gives 446.085 g/mol. The calculation puts the LUMO energy (alpha / beta) at 0.0008 / -0.0817 hartree. Its spin multiplicity is 4.

Each line ends with the natural charge from an NBO analysis.
CARTESIAN COORDINATES (ANGSTROEM)
V -0.04917 0.28893 -0.49124  1.18
C 1.79108 2.84428 2.42102  -0.62
C 0.52748 2.16254 1.94414  0.13
C -0.72893 2.81274 2.48689  -0.61
O 0.44321 2.24195 0.50001  -0.71
C 0.52895 0.69672 2.32737  0.77
O 0.69833 0.30683 3.44119  -0.57
O 0.28565 -0.13916 1.29300  -0.77
H 1.76540 3.89805 2.14309  0.22
H 2.67886 2.38059 1.98641  0.22
H 1.86966 2.76077 3.50374  0.25
H -0.71682 3.87748 2.25628  0.22
H -0.78410 2.67345 3.56568  0.23
H -1.62114 2.37792 2.03639  0.22
H 1.30519 2.45031 0.10151  0.51
S -0.57173 -0.76489 -4.45220  -0.36
Sb 0.00161 1.36170 -3.43322  0.92
S -1.66675 1.45810 -1.77160  -0.65
S 1.77239 0.74805 -1.89010  -0.76
C -2.29027 -3.55587 -1.52482  -0.41
N -0.85199 -3.65900 -1.71739  -0.59
C -0.05562 -2.60047 -1.51428  0.82
N 1.27208 -2.68581 -1.66609  -0.80
O -0.59895 -1.53315 -1.13206  -0.72
H -2.71199 -4.55203 -1.63873  0.21
H -2.73039 -2.88521 -2.26030  0.22
H -2.51978 -3.18539 -0.52924  0.22
H -0.44882 -4.51894 -2.04935  0.40
H 1.63894 -3.47225 -2.17904  0.39
H 1.76764 -1.78824 -1.75707  0.44

Summary of max |F| in eV Å⁻¹
3.66 3.51 2.14 6.77 3.12 1.42 1.04 1.88
(order as listed above)